# 1
Formula: C5H13N
Source: the Open Molecules 2025 dataset
Level of theory: ωB97M-V/def2-TZVPD

Properties
lowest unoccupied orbital energy	1.1	eV
gap between HOMO and LUMO	9.4	eV
strongest force on any atom	1.9	eV Å⁻¹
energy	-253.03402	Eh
relative energy (zero: lowest compared OMol25 entry of this formula, charge and spin)	76.3	kJ/mol

CARTESIAN COORDINATES (ANGSTROEM)
C  -0.53394  2.16355  0.17856
C  -0.51514  1.05841  -0.83426
N  0.75938  0.79768  -1.36286
C  -1.59108  0.35406  -1.18023
H  1.32694  1.62095  -1.51625
H  0.74895  0.20451  -2.18055
H  -0.33820  3.12294  -0.30431
H  -1.49969  2.21457  0.67228
H  0.23723  2.00022  0.92983
H  -1.54221  -0.43105  -1.91623
H  -2.52412  0.47085  -0.66028
C  1.22958  -1.18454  1.16035
C  0.14072  -2.21460  0.89931
H  -0.77075  -1.71592  0.57272
H  0.96430  -0.56294  2.01380
H  2.17387  -1.67426  1.39638
H  1.36572  -0.52590  0.23080
H  -0.07781  -2.79963  1.79199
H  0.44624  -2.89890  0.10895

Forces on atoms 1 to 6 (eV/Å):
0.0 -0.2 0.0
0.1 0.1 -0.2
-0.1 0.3 -0.3
0.1 -0.1 0.2
-0.1 -0.1 0.0
0.0 0.0 0.0

Löwdin population analysis, charges in e, atoms 1 to 6: -0.053 -0.494 0.054 0.009 0.092 0.093


# 2
Formula: C16H27NO4
Source: the Open Molecules 2025 dataset
Level of theory: ωB97M-V/def2-TZVPD

Properties
lowest unoccupied orbital energy	0.8	eV
gap between HOMO and LUMO	8.5	eV
strongest force on any atom	3.3	eV Å⁻¹
energy	-981.51865	Eh
relative energy (zero: lowest compared OMol25 entry of this formula, charge and spin)	304.3	kJ/mol

CARTESIAN COORDINATES (ANGSTROEM)
O  -0.45160  -4.28954  3.17973
O  0.34232  -5.42753  1.36432
O  0.24378  3.11973  -0.42447
O  2.23464  1.40892  0.34422
C  0.08207  -4.30804  2.07899
C  -3.00853  4.08818  -2.02356
C  -1.92893  3.99787  -1.05250
C  -2.95678  3.41533  -3.23257
C  -0.76710  3.28170  -1.34603
N  0.68991  -0.55074  1.64686
C  1.50285  -6.78565  2.96357
C  0.24762  3.85353  -3.48390
C  0.32682  1.51971  -2.84424
C  0.25876  -6.65357  2.08352
C  -0.04361  2.22801  0.69619
C  0.39436  -2.95431  1.44027
C  -1.86683  2.46581  -3.51715
C  0.38184  -1.77386  2.44217
C  1.06434  0.65948  2.39183
C  1.25740  1.80647  1.35956
C  -0.54935  2.78332  -2.78494
H  2.46408  2.15487  -0.24571
H  -3.87079  4.65670  -1.79159
H  -1.99498  4.50709  -0.08151
H  -3.75858  3.57700  -3.92701
H  1.39336  -0.73620  0.94492
H  1.52423  -7.79766  3.41536
H  2.42416  -6.60419  2.39294
H  1.44233  -6.05228  3.75696
H  0.41351  3.52416  -4.52291
H  -0.33550  4.77097  -3.51129
H  1.23626  4.00472  -3.01845
H  -0.05444  0.74856  -2.19311
H  0.38732  1.14402  -3.87511
H  1.34117  1.75394  -2.48585
H  0.23658  -7.48920  1.38156
H  -0.64754  -6.71588  2.65866
H  -0.63856  1.34474  0.36614
H  -0.66512  2.69529  1.44636
H  -0.29041  -2.81079  0.57589
H  1.37067  -2.97012  0.97050
H  -1.69660  2.38596  -4.58362
H  -2.21275  1.50351  -3.09966
H  -0.61334  -1.72596  2.95248
H  1.18668  -1.85504  3.22961
H  0.29405  0.93752  3.10516
H  1.98216  0.48130  2.97384
H  1.62809  2.68212  1.88357

Forces on atoms 1 to 6 (eV/Å):
0.7 -0.9 -1.1
0.0 1.2 -0.2
-0.1 -0.4 0.3
-0.3 0.1 0.7
-1.1 1.0 1.3
0.9 -1.5 -2.4

Löwdin population analysis, charges in e, atoms 1 to 6: 0.085 -0.004 -0.070 -0.051 -0.457 -0.086


# 3
Formula: C29H48GdNOP3S
Source: the Open Molecules 2025 dataset
Level of theory: ωB97M-V/def2-TZVPD

Properties
lowest unoccupied orbital energy (alpha / beta)	-8.9 / -11.6	eV
gap between HOMO and LUMO (alpha / beta)	7.5 / 4.8	eV
net charge	+3
multiplicity	8
strongest force on any atom	2.3	eV Å⁻¹
energy	-3450.76665	Eh
relative energy (zero: lowest compared OMol25 entry of this formula, charge and spin)	0.0	kJ/mol

CARTESIAN COORDINATES (ANGSTROEM)
Gd  0.22912  -0.26454  -0.63608
P  -1.16902  0.62654  -2.90101
P  -2.12594  -1.81519  -0.23150
P  2.68529  1.19929  -0.56195
H  1.08300  -4.36207  1.68485
C  1.88456  -3.75154  2.11269
C  1.71737  -3.05019  3.24203
H  0.78530  -3.08757  3.82279
C  -1.05156  -0.47713  -4.37418
C  -2.97050  0.98014  -2.91865
C  -0.50659  2.19273  -3.59498
C  -1.89429  -2.67068  1.37407
C  -3.74705  -0.99501  0.04680
C  -2.61892  -3.17488  -1.35529
C  3.67935  0.60806  0.87273
C  2.55779  3.00418  -0.23637
C  3.96899  1.20529  -1.86286
H  2.80164  -3.66409  1.51908
H  2.53347  -2.45708  3.67712
H  -1.62552  -0.00799  -5.18556
H  -1.48517  -1.46558  -4.15902
H  -0.01448  -0.59765  -4.71815
H  -3.25808  1.39027  -3.89611
H  -3.21020  1.71467  -2.14013
H  -3.55012  0.06862  -2.73766
H  -0.93820  2.37004  -4.59028
H  0.58938  2.13965  -3.67291
H  -0.77091  3.02881  -2.93401
H  -2.51608  -3.57438  1.39698
H  -2.18463  -2.00664  2.19847
H  -0.84132  -2.95074  1.51790
H  -4.55930  -1.71933  -0.11388
H  -3.87457  -0.15692  -0.65057
H  -3.80952  -0.59819  1.06916
H  -3.58374  -3.59500  -1.03681
H  -1.84988  -3.95878  -1.34134
H  -2.71340  -2.79102  -2.38102
H  4.75049  0.66733  0.63184
H  3.42528  -0.43842  1.10130
H  3.46881  1.21833  1.75995
H  3.48871  3.50382  -0.53487
H  2.35567  3.19398  0.82538
H  1.73252  3.41909  -0.83011
H  4.81087  1.83251  -1.53914
H  3.54363  1.61237  -2.78786
H  4.31009  0.18149  -2.05512
C  2.12921  -2.39296  -2.87651
C  1.78012  -2.83526  -4.15324
C  2.83153  -3.11308  -5.03001
C  4.16128  -3.06168  -4.58790
C  4.44514  -2.84295  -3.22963
C  3.40649  -2.50273  -2.35155
O  1.18697  -1.64328  -2.13317
H  0.43854  -1.30073  -2.72262
H  0.73126  -2.93239  -4.44978
H  2.62245  -3.37225  -6.06815
H  4.97763  -3.20967  -5.29555
H  5.46549  -2.90412  -2.86765
H  3.58549  -2.30390  -1.29146
N  -0.31226  1.20810  0.91378
S  -1.46224  0.78511  1.98827
C  -0.68072  0.65029  3.56920
C  0.68383  0.90638  3.71868
C  1.23512  0.94243  5.00405
C  0.44427  0.64067  6.12152
C  -0.90431  0.30970  5.95734
C  -1.47009  0.29501  4.68374
C  -2.37076  2.33204  2.15459
C  -2.18416  3.18788  3.24550
C  -2.91566  4.37211  3.33395
C  -3.81850  4.71599  2.32067
C  -3.98531  3.87280  1.21259
C  -3.26748  2.68090  1.12722
H  -0.03806  2.17755  1.08186
H  1.29719  1.10267  2.83728
H  2.28748  1.19870  5.13256
H  0.88656  0.64716  7.12052
H  -1.51602  0.06253  6.82775
H  -2.51947  0.03987  4.54125
H  -1.45275  2.93643  4.01724
H  -2.77772  5.02252  4.19977
H  -4.39273  5.63632  2.39481
H  -4.68131  4.14447  0.41502
H  -3.37881  2.02080  0.26241

Forces on atoms 1 to 6 (eV/Å):
0.2 0.0 1.0
-0.8 1.0 -1.9
-1.5 -0.9 0.7
1.8 1.0 0.3
0.3 0.1 0.3
-0.3 0.8 -0.1

Löwdin population analysis, charges in e, atoms 1 to 6: 1.110 0.744 0.713 0.737 0.048 -0.082


# 4
Formula: C4H14NO3
Source: the Open Molecules 2025 dataset
Level of theory: ωB97M-V/def2-TZVPD

Properties
lowest unoccupied orbital energy	3.9	eV
gap between HOMO and LUMO	7.6	eV
net charge	-1
strongest force on any atom	5.8	eV Å⁻¹
energy	-441.25427	Eh
relative energy (zero: lowest compared OMol25 entry of this formula, charge and spin)	169.4	kJ/mol

CARTESIAN COORDINATES (ANGSTROEM)
C  -1.93438  0.52323  -1.36174
C  -1.17215  -0.81705  -1.59372
N  0.26702  -0.59287  -1.78633
C  1.09787  -0.95937  -0.58786
C  0.60986  -0.94503  0.86618
O  0.59951  0.35937  1.28446
H  -1.48499  1.19915  -0.63852
H  -1.91178  1.14487  -2.27887
H  -3.01254  0.32941  -1.23140
H  -1.52438  -1.31653  -2.49076
H  -1.37406  -1.41131  -0.73433
H  0.43358  0.45139  -1.82049
H  1.08371  -2.09786  -0.78674
H  2.13892  -0.76878  -0.77585
H  1.40232  -1.58627  1.34778
H  -0.39763  -1.29470  0.98662
H  -1.58157  0.90853  2.20469
H  -0.21572  1.23293  2.43298
O  -1.11411  1.28729  2.96982
H  3.28378  1.53537  1.83925
H  1.92311  1.26907  1.19598
O  2.88363  1.54917  0.95882

Forces on atoms 1 to 6 (eV/Å):
-0.3 -0.1 -1.7
0.3 2.0 -0.2
1.0 2.9 1.4
-1.5 -5.4 -1.6
1.8 2.7 -0.8
0.2 1.2 0.7

Löwdin population analysis, charges in e, atoms 1 to 6: -0.103 -0.291 -0.097 -0.235 -0.392 -0.358